[1]
Formula: C6H14O
Source: OMol25
Level of theory: ωB97M-V with the def2-TZVPD basis set

Atoms and positions in Å:
C -0.80409 2.77931 -0.31125
O -0.55262 1.50067 -0.52487
C 0.12335 0.73636 0.27704
C 0.28015 -0.71651 -0.08182
C 0.45761 -1.50213 1.22496
C -0.95520 -1.22260 -0.83362
C 1.53475 -0.89868 -0.95915
H -1.51221 2.11137 1.41092
H -1.38086 3.23480 -1.10467
H -0.06081 3.35119 0.23664
H -1.24160 1.41445 1.67416
H 0.83998 1.22332 0.93924
H 1.30997 -1.12280 1.80230
H 0.64331 -2.56132 1.01153
H -0.43813 -1.42475 1.85073
H -1.09245 -0.68739 -1.77880
H -1.86053 -1.08573 -0.23229
H -0.84707 -2.28969 -1.05907
H 1.44201 -0.33407 -1.89389
H 1.68067 -1.95648 -1.21114
H 2.43377 -0.54932 -0.43693

ΔE to the lowest compared entry with this formula, charge and spin ... 101.5 kcal/mol
Net charge ... 0
DFT total energy ... -312.09333 a.u.
Frontier orbital gap (spin up / spin down) ... 8.09 / 8.10 eV

Results of the Mulliken charge analysis, in e, for atoms 1 through 8: C -0.585; O -0.196; C -1.014; C 2.248; C -1.699; C -1.715; C -1.655; H 0.117



[2]
Formula: C6H14O
Source: OMol25
Level of theory: ωB97M-V with the def2-TZVPD basis set

Atoms and positions in Å:
C -3.10211 -0.59034 1.02306
C -2.11204 0.43386 -0.67562
C -0.75374 0.89433 -0.47456
C 0.42680 0.00564 -0.77447
C 1.60829 0.25989 0.17088
C 2.83901 -0.57711 -0.15286
O 3.87171 -0.20632 0.75826
H -3.99916 -0.91939 0.48644
H -3.34094 0.12785 1.81705
H -2.51679 -1.44381 1.39011
H -2.26414 -0.45552 -1.28358
H -2.91623 1.16381 -0.72529
H -0.59986 1.90895 -0.10820
H -1.63793 0.25708 0.45263
H 0.76157 0.14227 -1.82124
H 0.11457 -1.05188 -0.70528
H 1.88985 1.32230 0.11997
H 1.29895 0.06118 1.20722
H 2.58890 -1.65224 -0.06571
H 3.14053 -0.39578 -1.20272
H 4.65701 -0.73464 0.54618

ΔE to the lowest compared entry with this formula, charge and spin ... 130.1 kcal/mol
Net charge ... 0
DFT total energy ... -312.04765 a.u.
Frontier orbital gap ... 7.61 eV

Results of the Mulliken charge analysis, in e, for atoms 1 through 8: C -1.277; C -0.535; C -0.533; C -0.541; C -0.529; C -0.496; O -0.503; H 0.371



[3]
Formula: C6H14O
Source: OMol25
Level of theory: ωB97M-V with the def2-TZVPD basis set

Atoms and positions in Å:
C -3.70277 0.23529 0.39180
C -2.39553 -0.47081 -0.03821
C -1.10124 0.36613 -0.06598
O -0.00436 -0.42574 0.31079
C 1.18623 0.26880 0.03708
C 2.33684 -0.71257 -0.03491
C 3.68679 -0.01057 -0.12780
H -3.68390 1.28457 0.08116
H -4.54774 -0.23712 -0.12275
H -3.94687 0.21908 1.46485
H -2.29456 -1.46201 0.43002
H -2.43422 -0.63651 -1.09969
H -1.14982 1.30842 0.50192
H -0.96363 0.63789 -1.12670
H 1.35287 1.03157 0.81634
H 1.07730 0.80531 -0.92292
H 2.17973 -1.36776 -0.90037
H 2.29441 -1.34805 0.85604
H 3.87111 0.60345 0.76113
H 3.73850 0.64706 -1.00376
H 4.50085 -0.73643 -0.20807

SMILES ... CCCOCCC
ΔE to the lowest compared entry with this formula, charge and spin ... 25.0 kcal/mol
Net charge ... 0
DFT total energy ... -312.21523 a.u.
Frontier orbital gap ... 10.87 eV

Results of the Mulliken charge analysis, in e, for atoms 1 through 8: C -1.133; C -0.284; C -0.513; O -0.300; C -0.523; C -0.248; C -1.192; H 0.336



[4]
Formula: C6H14O2
Source: OMol25
Level of theory: ωB97M-V with the def2-TZVPD basis set

Atoms and positions in Å:
C 2.62823 -0.59302 0.76050
C 2.13780 0.22571 -0.17573
C 2.89078 0.28471 -1.47372
C 0.85194 0.91909 0.10694
C 0.17858 0.89575 1.25549
C 0.12832 1.51748 -1.06107
H 2.17321 -0.76337 1.71053
H 3.59690 -1.06901 0.69417
H 2.19286 -0.03495 -2.26149
H 3.68574 -0.45177 -1.38943
H 3.31987 1.24612 -1.74009
H -0.76740 1.42372 1.35245
H 0.58782 0.34193 2.11882
H 0.59032 2.51327 -1.20607
H -0.93897 1.38622 -0.94115
H 0.37764 1.09335 -2.04070
O -5.18279 -0.41471 -4.41687
H -5.12011 -1.28076 -3.97429
H -5.66336 -0.00023 -3.67653
O -2.62267 -2.57700 5.11786
H -2.70039 -2.98798 5.98241
H -2.34433 -1.67457 5.25800

SMILES ... C=C(C)C(=C)C.O.O
ΔE to the lowest compared entry with this formula, charge and spin ... 56.5 kcal/mol
Net charge ... 0
DFT total energy ... -387.41743 a.u.
Frontier orbital gap ... 9.28 eV

Results of the Mulliken charge analysis, in e, for atoms 1 through 8: C -1.419; C 1.151; C -1.202; C 0.968; C -1.056; C -1.353; H 0.190; H 0.282



[5]
Formula: C6H14O2
Source: OMol25
Level of theory: ωB97M-V with the def2-TZVPD basis set

Atoms and positions in Å:
C -2.65091 1.34584 0.24970
C -1.92603 0.06628 0.03630
C -2.65573 -1.09729 0.05115
C 0.24211 -1.31386 -0.05346
C -0.54496 -0.00979 -0.20880
C 0.39259 1.13569 -0.16725
H -3.69898 1.18745 0.01860
H -2.33212 2.06743 -0.50485
H -2.42421 1.85813 1.18479
H -3.71100 -1.37348 0.05153
H -2.07482 -1.99954 0.23336
H 0.08053 -1.79015 0.91645
H -0.21364 -2.01949 -0.75060
H 1.05721 1.00766 0.68477
H -0.15454 2.07673 -0.11213
H 1.03317 1.16314 -1.05942
H 3.48297 -0.21703 0.03476
H 1.30849 -1.12051 -0.19479
O 3.52225 -1.31758 0.45516
H 3.78741 1.26845 -1.16190
H 4.28305 -1.70108 0.87910
O 3.19715 0.78300 -0.58247

ΔE to the lowest compared entry with this formula, charge and spin ... 133.9 kcal/mol
Net charge ... 0
DFT total energy ... -387.29417 a.u.
Frontier orbital gap ... 4.17 eV

Results of the Mulliken charge analysis, in e, for atoms 1 through 8: C -1.351; C 0.890; C -0.885; C -1.357; C 1.116; C -1.343; H 0.377; H 0.382



[6]
Formula: C6H14O2
Source: OMol25
Level of theory: ωB97M-V with the def2-TZVPD basis set

Atoms and positions in Å:
C -2.50803 1.39866 -0.81045
C -1.35078 0.91689 0.02699
C -1.37140 -0.18967 0.77250
C -0.28999 -0.33507 1.75483
C 0.90967 -0.88580 1.51588
C 2.01818 -0.67078 2.44308
H -3.45528 0.80607 -0.59069
H -2.40203 1.08713 -1.85692
H -2.78197 2.40836 -0.61328
H -0.49355 1.58539 -0.02326
H -2.15953 -1.02051 0.79460
H -0.52292 0.08304 2.76970
H 1.06720 -1.48351 0.64586
H 2.41620 -1.64993 2.77317
H 2.90347 -0.18210 1.94191
H 1.98781 -0.13063 3.38915
O -0.05461 -2.18293 -2.25205
H -0.28493 -2.80409 -2.93349
H -0.76458 -1.61655 -1.96059
O 1.96373 1.82951 -1.98031
H 2.06138 2.77686 -1.91952
H 2.64459 1.50706 -2.56816

SMILES ... C/C=C/C=C/C.O.O
ΔE to the lowest compared entry with this formula, charge and spin ... 62.6 kcal/mol
Net charge ... 0
DFT total energy ... -387.40769 a.u.
Frontier orbital gap ... 9.59 eV

Results of the Mulliken charge analysis, in e, for atoms 1 through 8: C -1.243; C 0.102; C -0.223; C -0.508; C 0.066; C -1.213; H 0.287; H 0.284



[7]
Formula: C6H14O2
Source: OMol25
Level of theory: ωB97M-V with the def2-TZVPD basis set

Atoms and positions in Å:
C 1.73365 1.22855 -0.10744
C 0.85117 0.23438 -0.23424
C 1.14132 -1.04056 -0.95776
C -0.87202 0.61326 0.01063
C -1.25056 1.49469 -1.17004
C -1.80673 -0.58396 0.11488
H 2.76491 1.09280 -0.41810
H 1.49136 2.15123 0.40802
H 0.55740 -1.88033 -0.57686
H 0.93510 -0.94326 -2.02759
H 2.19343 -1.31345 -0.82831
H -0.95084 1.22176 0.91853
H -2.28675 1.83514 -1.06452
H -0.62904 2.39056 -1.23141
H -1.16675 0.95618 -2.11795
H -1.50503 -1.25859 0.91873
H -1.82248 -1.16429 -0.81207
H -2.82498 -0.23958 0.32827
O 0.69492 -0.54472 2.35499
O 1.11201 -1.91379 2.14194
H 0.27167 -0.15113 1.31107
H 1.36823 -2.18489 3.03921

SMILES ... C=C(C)C(C)C.OO
ΔE to the lowest compared entry with this formula, charge and spin ... 129.2 kcal/mol
Net charge ... 0
DFT total energy ... -387.30166 a.u.
Frontier orbital gap ... 9.89 eV

Results of the Mulliken charge analysis, in e, for atoms 1 through 8: C -0.976; C 0.672; C -1.270; C 0.404; C -1.409; C -1.460; H 0.305; H 0.279



[8]
Formula: C6H14O2
Source: OMol25
Level of theory: ωB97M-V with the def2-TZVPD basis set

Atoms and positions in Å:
C -2.41165 1.35781 0.90597
C -1.42646 0.11983 0.78995
C -0.40544 0.28004 -0.31284
C -0.84886 -0.55707 -1.55338
C 1.00850 -0.12485 0.17050
C 2.08271 0.88695 -0.06958
O 1.99762 1.94815 -0.63763
H -2.06400 1.99140 1.73428
H -2.18808 2.04584 0.07343
H -3.47532 1.14608 0.96313
H -1.22219 -0.19099 1.83446
H -2.08705 -0.73949 0.62065
H -0.35269 1.31563 -0.61498
H -0.06529 -1.12135 -2.08112
H -1.65867 -1.25273 -1.33586
H -1.12390 0.26851 -2.23438
H 1.06126 -0.24735 1.28825
H 1.26678 -1.01200 -0.42820
H 3.11059 0.54956 0.18218
O 0.57215 -2.99730 0.60518
H -0.19474 -2.45974 0.40798
H 0.30313 -3.90312 0.44478

SMILES ... CC[C@H](C)CC=O.O
ΔE to the lowest compared entry with this formula, charge and spin ... 46.4 kcal/mol
Net charge ... 0
DFT total energy ... -387.43355 a.u.
Frontier orbital gap ... 10.31 eV

Results of the Mulliken charge analysis, in e, for atoms 1 through 8: C -1.202; C -0.770; C 0.471; C -1.482; C -0.998; C -0.123; O -0.492; H 0.312